Here is a cluster of 5 separate species, C23H41FN3O9S4 in total at a distorted geometry from the Open Molecules 2025 dataset. Energies are from ωB97M-V with the def2-TZVPD basis set.

Last column: Mulliken charge in e.
Positions of all 81 atoms, in Å:
C: 0.94 -1.94 -0.42  -0.72
C: 0.25 -0.60 -0.30  0.45
C: 0.97 0.58 -0.88  -1.08
N: -0.92 -0.40 0.25  -0.35
C: -1.95 -1.10 -0.20  0.41
C: -2.94 -1.62 0.70  -0.74
C: -3.96 -2.27 0.12  0.62
F: -4.94 -2.75 0.86  -0.24
C: -4.05 -2.49 -1.31  0.36
O: -5.10 -3.15 -1.83  -0.42
N: -3.15 -2.02 -2.09  -1.12
N: -2.17 -1.34 -1.50  0.66
H: 0.19 -2.73 -0.32  0.40
H: 1.41 -1.97 -1.41  0.26
H: 1.72 -1.97 0.34  0.40
H: 0.58 1.54 -0.51  0.31
H: 2.05 0.52 -0.71  0.37
H: 0.78 0.56 -1.97  0.34
H: -2.87 -1.47 1.77  0.50
H: -4.83 -4.07 -2.02  0.36
H: -1.48 -0.94 -2.14  0.30
C: 0.42 5.77 1.84  -0.70
C: -0.18 5.39 3.20  -0.63
C: -0.15 3.86 3.30  -0.72
S: 1.23 3.32 2.29  1.09
O: 0.72 2.55 1.18  -0.65
O: 2.28 2.81 3.14  -0.69
C: 1.69 4.94 1.70  -0.61
H: 0.63 6.83 1.77  0.31
H: -0.28 5.51 1.04  0.32
H: 0.42 5.82 4.00  0.28
H: -1.20 5.76 3.31  0.38
H: 0.01 3.52 4.33  0.37
H: -1.06 3.40 2.90  0.36
H: 2.05 4.87 0.68  0.60
H: 2.47 5.32 2.36  0.16
C: 6.55 8.14 1.00  -0.63
C: 5.96 6.73 0.82  -0.84
C: 4.64 6.69 1.60  -0.11
S: 4.02 8.37 1.64  1.20
O: 4.03 8.83 3.00  -0.66
O: 2.83 8.45 0.82  -0.66
C: 5.39 9.11 0.77  -0.72
H: 7.37 8.32 0.31  0.37
H: 6.93 8.25 2.02  0.30
H: 5.76 6.56 -0.24  0.31
H: 6.64 5.96 1.16  0.37
H: 3.91 6.05 1.12  -0.07
H: 4.80 6.37 2.63  0.46
H: 5.58 10.10 1.16  0.40
H: 5.13 9.16 -0.29  0.34
C: 4.32 -5.14 -3.62  -0.61
C: 3.27 -5.57 -2.59  -0.60
C: 3.70 -5.00 -1.23  -0.55
S: 4.65 -3.52 -1.59  1.02
O: 6.01 -3.73 -1.17  -0.66
O: 3.90 -2.36 -1.17  -0.59
C: 4.57 -3.66 -3.37  -0.65
H: 3.99 -5.32 -4.64  0.35
H: 5.24 -5.71 -3.47  0.31
H: 2.30 -5.16 -2.88  0.26
H: 3.16 -6.66 -2.55  0.33
H: 2.84 -4.74 -0.62  0.27
H: 4.34 -5.70 -0.70  0.37
H: 5.50 -3.30 -3.81  0.40
H: 3.73 -3.05 -3.71  0.33
C: -9.15 -5.25 -0.43  -0.66
C: -8.05 -4.90 0.58  -0.34
C: -7.22 -6.17 0.81  -0.63
S: -7.35 -7.13 -0.70  1.15
O: -8.05 -8.35 -0.41  -0.65
O: -6.07 -7.13 -1.38  -0.68
C: -8.46 -6.02 -1.55  -0.65
H: -9.66 -4.36 -0.81  0.35
H: -9.90 -5.88 0.05  0.33
H: -7.42 -4.11 0.16  0.06
H: -8.47 -4.52 1.51  0.35
H: -6.17 -5.94 1.00  0.32
H: -7.62 -6.77 1.63  0.36
H: -9.15 -6.60 -2.17  0.41
H: -7.86 -5.36 -2.17  0.29

Properties
Lowest unoccupied orbital energy = -3.82 eV
HOMO level = -12.04 eV
M = 650.859 Da
Orbital gap = 0.30195 Ha
Largest force on an atom = 0.0611 Eh/bohr
Charge = +1

---

Here is a structure of composition C23H41N4O13P2RhS from the Open Molecules 2025 dataset. Energies are from ωB97M-V with the def2-TZVPD basis set.

Last column: Mulliken spin population.
Positions of all 85 atoms, in Å:
Rh: -0.20 -0.02 0.63  2.82
O: 0.23 -2.46 0.77  0.07
P: -0.37 -2.44 2.28  0.00
O: -1.20 -3.63 2.52  0.01
O: -1.09 -1.08 2.35  0.13
O: 0.91 -2.32 3.22  0.00
P: 1.55 -0.81 3.50  0.00
O: 0.45 -0.13 4.44  0.00
O: 2.85 -0.92 4.15  0.02
O: 1.46 -0.13 2.12  0.15
H: 1.17 -2.20 0.62  -0.01
H: -0.40 -0.17 3.98  -0.01
C: -7.03 -0.26 1.94  0.00
C: -6.41 0.99 2.57  0.00
C: -4.99 1.31 2.12  0.00
C: -3.91 0.36 2.63  0.00
N: -3.90 -0.95 1.98  0.02
C: -3.22 -1.24 0.88  0.04
S: -2.57 0.02 -0.13  0.34
N: -3.05 -2.52 0.55  0.00
C: -2.47 -3.01 -0.70  0.00
C: -3.47 -2.99 -1.86  0.01
C: -4.77 -3.74 -1.58  0.00
C: -4.57 -5.22 -1.26  0.00
H: -8.07 -0.37 2.23  0.00
H: -6.51 -1.18 2.24  0.00
H: -6.98 -0.21 0.85  0.00
H: -6.43 0.90 3.66  0.00
H: -7.05 1.84 2.33  0.00
H: -4.72 2.31 2.47  0.00
H: -4.94 1.35 1.03  0.00
H: -4.04 0.17 3.69  0.00
H: -2.92 0.80 2.49  -0.01
H: -4.18 -1.75 2.54  0.00
H: -2.99 -3.17 1.34  0.00
H: -2.14 -4.03 -0.49  0.00
H: -1.59 -2.43 -0.95  0.00
H: -2.96 -3.43 -2.72  0.00
H: -3.69 -1.95 -2.12  0.00
H: -5.41 -3.65 -2.46  0.00
H: -5.30 -3.26 -0.76  0.00
H: -3.99 -5.72 -2.04  0.00
H: -5.52 -5.74 -1.16  0.00
H: -4.03 -5.36 -0.32  0.00
O: -0.16 -0.65 -1.80  0.07
C: 0.00 0.22 -2.63  0.00
O: -0.56 1.41 -2.53  0.00
C: 0.92 0.06 -3.83  0.02
N: 0.59 1.08 -4.83  0.00
C: -0.39 0.42 -5.72  0.00
C: 0.03 -1.05 -5.81  0.00
C: 0.81 -1.32 -4.50  0.00
H: 1.92 0.24 -3.42  -0.01
H: 1.41 1.35 -5.34  0.00
H: -0.29 1.89 -3.34  0.00
H: -0.42 0.94 -6.68  0.00
H: -1.38 0.51 -5.26  0.00
H: 0.67 -1.22 -6.68  0.00
H: -0.84 -1.70 -5.92  0.00
H: 1.80 -1.72 -4.71  0.00
H: 0.31 -2.03 -3.85  0.00
O: 4.54 -1.64 -1.64  0.00
C: 4.55 -0.33 -1.90  0.00
C: 5.59 0.18 -2.69  0.00
C: 5.64 1.52 -2.98  0.00
C: 4.66 2.40 -2.51  0.00
C: 3.63 1.90 -1.73  0.00
C: 3.56 0.54 -1.42  0.01
C: 2.41 0.02 -0.63  0.00
O: 2.35 -1.20 -0.33  0.03
O: 1.49 0.86 -0.34  0.18
H: 3.77 -1.81 -1.05  0.00
H: 6.34 -0.51 -3.04  0.00
H: 6.45 1.90 -3.59  0.00
H: 4.71 3.46 -2.74  0.00
H: 2.86 2.55 -1.35  0.00
C: -0.25 4.28 2.14  0.01
C: 0.25 2.89 1.85  -0.02
N: 1.52 2.62 2.12  0.00
O: -0.54 2.05 1.38  0.11
H: -0.46 4.37 3.20  0.00
H: -1.16 4.45 1.57  0.00
H: 0.50 5.03 1.87  0.00
H: 2.11 3.31 2.54  0.00
H: 1.84 1.65 2.03  0.00

Properties
Lowest unoccupied orbital energy (spin up / spin down) = 0.25 / -2.75 eV
Energy above the lowest of the compared OMol25 structures with the same formula, charge and spin = 11.6 kJ/mol
HOMO level (spin up / spin down) = -8.59 / -8.59 eV
M = 778.517 Da
Orbital gap (spin up / spin down) = 0.32500 / 0.21437 Ha
<S²> = 6.01
Largest force on an atom = 0.0052 Eh/bohr
Charge = 0
2S+1 = 5

---

Here is a structure of composition C23H41NO2P2Pt at a distorted geometry from the Open Molecules 2025 dataset. Energies are from ωB97M-V with the def2-TZVPD basis set.

Last column: Mulliken spin population.
Positions of all 70 atoms, in Å:
Pt: 0.32 -3.17 -2.23  0.55
C: -2.55 2.54 -0.86  0.31
C: -3.19 1.63 0.02  0.33
C: -2.33 3.35 1.28  0.29
C: -2.00 3.60 -0.08  0.32
C: -3.05 2.13 1.34  0.39
C: -2.49 2.45 -2.34  0.03
H: -2.85 1.47 -2.68  -0.01
H: -1.46 2.59 -2.71  0.02
H: -3.11 3.23 -2.81  0.03
C: -1.20 4.74 -0.56  0.01
H: -1.14 4.75 -1.65  0.00
H: -0.17 4.70 -0.15  0.02
H: -1.64 5.68 -0.23  0.02
C: -1.96 4.22 2.41  0.02
H: -2.10 5.27 2.14  0.01
H: -0.91 4.08 2.70  0.04
H: -2.58 3.99 3.29  0.00
C: -3.59 1.52 2.57  0.03
H: -4.63 1.84 2.76  0.03
H: -3.00 1.81 3.45  0.00
H: -3.60 0.42 2.50  0.01
C: -3.86 0.38 -0.39  -0.01
H: -4.75 0.59 -1.00  0.02
H: -4.18 -0.20 0.48  0.00
H: -3.20 -0.26 -0.99  0.05
C: 2.13 -3.92 -2.44  0.05
C: 1.09 -4.99 -2.34  0.04
C: 0.91 -5.74 -1.02  0.03
C: 0.31 -4.87 0.09  -0.03
C: 0.18 -3.33 -0.24  0.28
C: 1.34 -2.60 0.42  -0.05
C: 2.76 -2.95 -0.03  -0.02
C: 3.14 -3.71 -1.33  0.01
H: 1.86 -6.20 -0.70  0.00
H: 0.89 -4.99 1.00  0.00
H: 0.23 -6.58 -1.21  0.00
H: 3.59 -4.68 -1.06  0.01
H: 2.54 -3.76 -3.45  0.01
H: 0.91 -5.57 -3.25  0.00
H: 3.97 -3.13 -1.79  0.00
H: 3.37 -2.04 -0.02  0.00
H: 1.29 -2.94 1.47  0.03
H: 3.20 -3.56 0.78  -0.01
H: -0.71 -5.22 0.32  0.00
H: -0.81 -2.96 0.09  0.08
P: 1.08 1.58 -0.84  0.05
C: 2.44 2.74 -1.25  0.01
C: 0.91 0.66 -2.44  -0.06
P: 1.25 -0.78 1.18  -0.03
C: 2.14 0.33 0.06  0.01
C: -0.50 -0.39 1.26  -0.08
C: 2.02 -0.71 2.80  0.00
H: 2.58 3.43 -0.41  0.00
H: 2.14 3.32 -2.14  0.00
H: 3.36 2.18 -1.44  0.00
H: 0.42 -0.32 -2.27  0.09
H: 1.90 0.48 -2.89  0.00
H: 0.29 1.26 -3.11  0.00
H: 2.54 -1.64 3.03  0.00
H: 1.24 -0.51 3.55  0.00
H: 2.73 0.13 2.81  0.00
H: 2.85 0.90 0.68  -0.01
H: 2.71 -0.25 -0.68  0.00
H: -0.61 0.63 1.63  0.03
H: -0.99 -1.08 1.97  0.00
H: -0.98 -0.49 0.28  0.06
O: 0.62 2.36 2.99  0.30
N: 1.36 2.68 2.03  0.31
O: 1.48 3.86 1.66  0.35

Properties
Lowest unoccupied orbital energy (spin up / spin down) = -6.53 / -8.91 eV
Energy above the lowest of the compared OMol25 structures with the same formula, charge and spin = 0.0 kJ/mol
HOMO level (spin up / spin down) = -11.31 / -14.15 eV
M = 620.612 Da
Orbital gap (spin up / spin down) = 0.17578 / 0.19233 Ha
<S²> = 6.01
Largest force on an atom = 0.1175 Eh/bohr
Charge = +2
2S+1 = 5